# 1
The following is a DFT calculation (wB97M-V/def2-TZVPD) of a structure of composition C27H55Cl2NP2Zr.

XYZ file:
```
88
C27H55Cl2NP2Zr wB97M-V/def2-TZVPD
Zr -0.549 -0.231 -0.901
Cl -2.640 0.558 -1.909
P 0.505 1.389 -2.282
C -0.408 3.043 -2.333
C 2.276 1.882 -1.966
C 0.354 0.799 -4.056
C -1.055 3.443 -1.014
H -1.217 2.834 -3.034
C 0.416 4.210 -2.870
H 1.071 4.622 -2.105
H -0.260 5.009 -3.174
H 1.028 3.962 -3.731
H -1.993 2.924 -0.859
H -1.263 4.514 -1.030
H -0.409 3.247 -0.161
H -0.735 0.767 -4.142
C 0.870 -0.618 -4.279
C 0.892 1.736 -5.125
H 0.257 2.603 -5.279
H 0.946 1.205 -6.077
H 1.900 2.083 -4.896
H 0.984 -1.167 -3.348
H 1.825 -0.625 -4.796
H 0.161 -1.164 -4.901
C 2.438 2.368 -0.530
H 2.451 2.729 -2.630
C 3.300 0.809 -2.313
H 1.959 3.328 -0.359
H 3.499 2.487 -0.306
H 2.022 1.655 0.174
H 3.011 -0.168 -1.940
H 4.256 1.068 -1.857
H 3.463 0.737 -3.384
Cl 1.428 -0.974 0.059
H -0.737 -1.212 -2.187
P -1.928 -1.729 0.323
C -3.218 -2.606 -0.744
C -1.163 -3.116 1.309
C -2.997 -0.699 1.469
C -2.747 -2.939 -2.153
H -3.991 -1.843 -0.839
C -3.834 -3.850 -0.107
H -3.183 -4.715 -0.210
H -4.763 -4.088 -0.626
H -4.073 -3.737 0.944
H -2.720 -2.057 -2.781
H -3.443 -3.649 -2.603
H -1.761 -3.397 -2.162
H -3.534 -0.104 0.727
C -2.207 0.268 2.343
C -4.017 -1.456 2.306
H -4.844 -1.836 1.714
H -4.441 -0.783 3.052
H -3.568 -2.288 2.846
H -1.162 0.331 2.053
H -2.251 -0.006 3.394
H -2.636 1.266 2.252
C -0.307 -3.993 0.402
H -2.008 -3.712 1.653
C -0.391 -2.661 2.541
H -0.896 -4.718 -0.153
H 0.410 -4.549 1.007
H 0.248 -3.394 -0.313
H 0.361 -1.918 2.302
H 0.120 -3.520 2.978
H -1.049 -2.256 3.303
C 2.494 -1.133 4.102
N 2.602 -1.052 2.637
C 3.759 -1.862 2.197
C 2.766 0.348 2.191
C 1.485 1.263 2.261
C 1.634 2.134 3.373
C 0.730 3.110 3.698
C -0.383 3.269 2.930
C -0.590 2.472 1.816
C 0.296 1.433 1.293
H 2.360 -2.191 4.414
H 1.612 -0.564 4.457
H 3.412 -0.737 4.594
H 3.847 -1.857 1.091
H 4.713 -1.472 2.619
H 3.631 -2.923 2.500
H 3.609 0.783 2.780
H 3.257 0.395 1.200
H 2.485 2.064 4.045
H 0.885 3.736 4.568
H -1.119 4.016 3.204
H -1.537 2.674 1.344
```

Summary:
LUMO energy in Ha: -0.0304
E_tot in hartree: -2766.54365
2S+1: 1
HOMO level in Eh: -0.27196
Strongest force on any atom in eV/Å: 6.08
Orbital gap in eV: 6.57

***

# 2
The following is a DFT calculation (wB97M-V/def2-TZVPD) of a structure of composition C39H33N8O3V.

XYZ file:
```
84
C39H33N8O3V wB97M-V/def2-TZVPD
V 0.370 0.167 0.483
C 11.372 4.025 -6.638
O 10.121 4.688 -6.576
C 9.142 4.138 -5.828
C 7.929 4.835 -5.818
C 6.871 4.351 -5.083
C 6.988 3.171 -4.345
C 8.196 2.489 -4.360
C 9.272 2.961 -5.094
C 5.879 2.634 -3.557
N 5.908 1.518 -2.861
C 4.667 1.425 -2.296
C 3.875 2.493 -2.649
N 4.666 3.270 -3.463
C 2.524 2.656 -2.210
C 1.656 3.696 -2.566
C 0.374 3.695 -2.071
C -0.039 2.665 -1.227
N 0.764 1.672 -0.872
C 2.033 1.659 -1.351
C 2.866 0.539 -0.942
N 2.315 -0.360 -0.084
C 3.021 -1.427 0.257
C 4.315 -1.657 -0.211
C 4.900 -0.736 -1.048
C 4.170 0.395 -1.430
H 11.995 4.626 -7.296
H 11.262 3.021 -7.057
H 11.833 3.969 -5.648
H 7.844 5.745 -6.389
H 5.950 4.916 -5.104
H 8.296 1.576 -3.792
H 10.199 2.411 -5.085
H 4.419 4.135 -3.909
H 1.981 4.486 -3.229
H -0.325 4.477 -2.329
H -1.048 2.627 -0.831
H 2.545 -2.123 0.943
H 4.840 -2.548 0.100
H 5.906 -0.868 -1.421
N -0.860 3.412 4.469
C 0.160 2.764 3.861
C -0.071 1.989 2.703
N 0.920 1.328 2.128
C 2.152 1.440 2.657
C 2.356 2.237 3.763
N 1.380 2.898 4.371
H -1.815 3.214 4.232
H -0.669 3.878 5.340
H -1.061 1.890 2.273
H 2.952 0.890 2.179
H 3.353 2.339 4.172
C -7.949 -0.971 -2.608
C -7.416 -1.886 -1.540
C -8.322 -2.609 -0.779
C -7.889 -3.438 0.245
C -6.540 -3.556 0.495
C -5.613 -2.841 -0.264
N -4.262 -3.024 0.145
C -3.127 -2.954 -0.637
C -3.070 -3.706 -1.825
C -1.949 -3.705 -2.618
C -0.821 -2.966 -2.240
C -0.879 -2.228 -1.079
C -2.013 -2.197 -0.264
C -2.063 -1.354 0.964
O -2.572 -1.693 2.010
O -1.483 -0.153 0.795
C -6.038 -1.986 -1.293
C -5.091 -1.131 -2.088
H -9.036 -0.973 -2.589
H -7.634 -1.279 -3.606
H -7.620 0.060 -2.474
H -9.378 -2.513 -0.987
H -8.599 -4.001 0.834
H -6.177 -4.215 1.271
H -4.100 -2.847 1.128
H -3.939 -4.290 -2.096
H -1.934 -4.297 -3.523
H 0.077 -2.985 -2.840
H 0.048 -1.703 -0.810
H -4.370 -1.704 -2.661
H -4.517 -0.471 -1.436
H -5.633 -0.507 -2.794
```

Summary:
⟨S²⟩: 0.812
LUMO energy (spin up / spin down) in Ha: -0.1302 / -0.1299
E_tot in hartree: -3113.66811
2S+1: 2
HOMO level (spin up / spin down) in Eh: -0.34381 / -0.34399
Charge: +1
Strongest force on any atom in eV/Å: 0.88
Orbital gap (spin up / spin down) in eV: 5.81 / 5.83

***

# 3
The following is a DFT calculation (wB97M-V/def2-TZVPD) of a structure of composition C32H41MoN7O.

XYZ file:
```
82
C32H41MoN7O wB97M-V/def2-TZVPD
Mo 0.043 0.061 0.119
C 2.696 3.058 -1.249
C 2.008 3.443 0.062
C 0.496 3.159 0.139
N 0.144 1.946 0.891
C 0.121 2.007 2.248
C 0.596 3.122 2.939
C 0.685 3.385 4.298
C 0.266 2.628 5.374
C -0.423 1.426 5.316
C -0.792 0.676 4.214
C -0.518 0.845 2.855
N -0.878 -0.056 1.924
C -1.944 -1.048 2.100
C -3.233 -0.519 1.494
C -3.222 -0.534 -0.025
N -1.983 0.001 -0.625
C -2.080 0.474 -1.864
C -3.227 0.211 -2.679
C -3.697 0.843 -3.791
C -3.204 2.006 -4.414
C -1.998 2.584 -4.169
C -0.953 2.133 -3.333
C -0.897 1.144 -2.385
N 0.292 0.801 -1.709
C 1.574 1.045 -2.418
C 2.741 1.559 -1.586
H 3.724 3.419 -1.189
H 2.237 3.613 -2.076
H 2.161 4.514 0.218
H 2.512 2.934 0.889
H 0.085 3.067 -0.859
H -0.033 3.997 0.590
H 1.000 3.909 2.321
H 1.157 4.329 4.545
H 0.465 3.028 6.361
H -0.717 1.006 6.271
H -1.339 -0.224 4.463
H -2.093 -1.286 3.148
H -1.647 -1.986 1.626
H -3.393 0.495 1.862
H -4.080 -1.122 1.826
H -4.066 0.058 -0.376
H -3.405 -1.554 -0.370
H -3.817 -0.635 -2.351
H -4.601 0.421 -4.218
H -3.825 2.455 -5.178
H -1.765 3.471 -4.745
H -0.044 2.704 -3.458
H 1.421 1.752 -3.224
H 1.844 0.109 -2.910
H 3.635 1.359 -2.180
H 2.847 0.978 -0.671
N -2.942 -5.142 -1.298
C -2.197 -4.759 -2.370
O -2.497 -4.971 -3.523
C -0.962 -3.950 -2.069
C 0.211 -4.207 -2.767
C 1.314 -3.407 -2.526
C 1.188 -2.344 -1.653
N 0.042 -2.049 -1.025
C -0.996 -2.872 -1.211
H -3.737 -5.734 -1.484
H -2.536 -5.192 -0.380
H 0.244 -5.026 -3.477
H 2.260 -3.588 -3.019
H 2.030 -1.697 -1.448
H -1.904 -2.639 -0.676
C 3.914 -0.703 1.111
C 2.543 -1.216 1.553
C 2.324 -0.909 3.043
C 2.430 -2.725 1.319
N 1.540 -0.492 0.784
H 4.684 -1.212 1.691
H 4.007 0.372 1.281
H 4.092 -0.909 0.053
H 3.113 -1.394 3.620
H 1.362 -1.294 3.384
H 2.369 0.166 3.234
H 3.098 -3.239 2.011
H 2.721 -3.001 0.304
H 1.411 -3.073 1.503
```

Summary:
LUMO energy (spin up / spin down) in Ha: -0.2759 / -0.2760
E_tot in hartree: -1770.21464
2S+1: 1
HOMO level (spin up / spin down) in Eh: -0.48828 / -0.48824
Charge: +2
Strongest force on any atom in eV/Å: 1.60
Orbital gap (spin up / spin down) in eV: 5.78 / 5.78